Here is a structure of composition C17H18N3O4Pd from the Open Molecules 2025 dataset. Energies are from wB97M-V/def2-TZVPD.

Structure (XYZ):
```
43
Properties=species:S:1:pos:R:3:forces:R:3:lowdin_charge:R:1
Pd -0.67737 0.14608 0.29634 -0.1 0.0 0.1 0.97
C -0.55412 -4.02988 -0.17442 0.0 0.0 0.0 -0.03
C 0.38179 -2.86657 0.10869 0.1 -0.1 0.0 -0.54
C 1.71090 -3.35303 0.67667 0.0 0.0 0.0 -0.02
O -0.27175 -2.04835 1.08654 0.1 0.1 0.1 -0.12
C 0.67108 -2.10894 -1.21911 0.0 0.1 0.0 -0.63
O 1.16616 -2.77566 -2.12559 0.0 0.0 0.0 0.01
O 0.40031 -0.86027 -1.27377 0.0 -0.1 0.0 -0.14
H -0.69566 -4.62033 0.73338 0.0 0.0 0.0 0.08
H -0.13936 -4.65139 -0.96503 0.0 0.0 0.0 0.08
H -1.52664 -3.65510 -0.49882 0.0 0.0 0.0 0.09
H 1.53981 -3.92857 1.58968 0.0 0.0 0.0 0.08
H 2.35755 -2.50371 0.91361 0.0 0.0 0.0 0.09
H 2.21616 -3.97490 -0.06021 0.0 0.0 0.0 0.09
H 0.40705 -1.49524 1.54714 -0.1 -0.1 0.0 0.05
N -1.56401 9.78450 -2.56575 0.0 0.0 0.0 0.13
C -1.45817 8.68192 -2.25314 0.0 0.0 0.0 -0.20
C -1.32597 7.30739 -1.86159 0.0 0.0 0.0 -0.26
C -1.87373 6.86709 -0.65626 0.0 0.0 0.0 -0.04
C -1.74579 5.54503 -0.28157 0.0 0.0 0.0 -0.03
C -1.06933 4.62408 -1.09542 0.0 0.0 0.0 -0.26
C -0.52424 5.08393 -2.30320 0.0 0.0 0.0 -0.03
C -0.64945 6.40495 -2.68301 0.0 0.0 0.0 -0.04
C -0.94148 3.26037 -0.70528 0.0 0.0 0.0 -0.17
C -0.83582 2.09115 -0.38055 0.0 0.0 0.0 -0.10
H -2.39770 7.56906 -0.02078 0.0 0.0 0.0 0.11
H -2.16824 5.19718 0.65138 0.0 0.0 0.0 0.11
H -0.00131 4.37958 -2.93544 0.0 0.0 0.0 0.12
H -0.22531 6.74876 -3.61730 0.0 0.0 0.0 0.11
N -1.24846 1.00031 3.12892 0.0 0.0 0.0 -0.01
C -1.93960 1.56523 4.12665 0.0 0.0 0.0 -0.12
C -3.26495 1.59965 3.73801 0.0 0.0 0.0 -0.09
C -3.26888 1.01989 2.46001 0.0 0.0 0.0 -0.16
N -2.04107 0.66338 2.11204 0.0 0.0 -0.1 -0.05
H -0.23400 0.80078 2.94709 0.0 0.0 0.0 0.10
H -1.45225 1.90232 5.02567 0.0 0.0 0.0 0.11
H -4.10111 1.98663 4.29378 0.0 0.0 0.0 0.08
H -4.09233 0.85357 1.78535 0.0 0.0 0.0 0.10
C 2.01562 0.83083 1.44972 0.0 0.0 0.0 -0.24
O 0.83861 0.18901 1.86053 0.0 0.0 -0.1 -0.45
H 2.80427 0.69526 2.20297 0.0 0.0 0.0 0.06
H 1.86204 1.90796 1.30655 0.0 0.0 0.0 0.06
H 2.38503 0.42793 0.49871 0.0 0.0 0.0 0.07
```
Positions in Å, forces in eV/Å.

Its expectation value of S² is 2.01. As for the energy relative to the best compared isomer or geometry (same formula, charge and spin): 0.000 eV. As for the net charge: -1. Its largest force on an atom is 0.15 eV/A. Its multiplicity is 3. The value obtained for the total energy is -1251.6896 hartree.

---

Here is a structure of composition C52H61NaO10P4Si at a distorted geometry from the Open Molecules 2025 dataset. Energies are from wB97M-V/def2-TZVPD.

Structure (XYZ):
```
129
Properties=species:S:1:pos:R:3:forces:R:3:lowdin_charge:R:1
Na -0.60571 -0.52783 -0.11119 1.5 1.5 -2.6 -0.06
C -2.07509 2.00240 -1.77262 0.0 -0.2 0.0 -0.22
Si -0.62633 1.01888 -2.61526 -1.1 0.9 -0.7 0.60
C 0.26326 2.59533 -3.27972 0.0 -0.2 0.1 -0.29
C 0.33654 3.24722 -4.50616 0.0 0.0 0.0 -0.10
C 1.11897 4.39108 -4.65914 0.0 0.0 0.0 -0.12
C 1.82208 4.90525 -3.58074 0.1 0.0 0.0 -0.12
C 1.77151 4.26172 -2.34486 0.0 0.0 0.0 -0.11
C 1.01483 3.10774 -2.20329 0.0 0.1 -0.2 -0.36
P 0.94445 1.97883 -0.74079 1.1 0.5 0.5 1.04
C 1.50163 3.13827 0.59070 -0.4 0.2 0.4 -0.33
C 2.34025 2.75696 1.64566 0.0 0.0 -0.3 -0.10
C 2.51837 3.57509 2.74870 0.0 0.1 0.2 -0.11
C 1.83142 4.77721 2.86564 0.0 0.0 0.0 -0.13
C 0.93833 5.13971 1.86305 0.0 0.1 0.1 -0.12
C 0.76887 4.32559 0.75689 0.2 0.0 -0.2 -0.12
C 2.54757 1.12581 -1.07600 0.2 0.0 0.0 -0.32
C 3.76907 1.79742 -1.01654 0.0 -0.1 0.0 -0.10
C 4.96106 1.13262 -1.27041 0.1 0.1 0.0 -0.10
C 4.95267 -0.21148 -1.61334 0.0 0.0 0.0 -0.11
C 3.74314 -0.88662 -1.69477 0.1 -0.1 0.0 -0.08
C 2.55636 -0.22266 -1.42316 0.0 0.0 0.2 -0.11
C -1.58357 0.26430 -4.10269 0.3 -0.4 0.2 -0.28
C -2.33331 0.90791 -5.08458 0.0 0.0 -0.1 -0.11
C -2.85774 0.20620 -6.16114 0.0 0.1 0.0 -0.11
C -2.60461 -1.15488 -6.28583 0.0 -0.1 0.0 -0.11
C -1.87312 -1.82013 -5.31267 0.0 0.0 0.0 -0.10
C -1.40706 -1.12741 -4.19618 -0.1 0.3 -0.1 -0.35
P -0.36326 -1.84160 -2.85964 0.8 -1.1 -0.7 1.07
C -0.92601 -3.58886 -2.65989 -0.1 0.0 0.2 -0.33
C -2.09682 -4.17858 -3.13092 0.1 0.0 0.0 -0.08
C -2.41337 -5.49027 -2.80063 -0.1 0.0 0.0 -0.10
C -1.59427 -6.22771 -1.95976 0.0 0.0 0.0 -0.12
C -0.46641 -5.62686 -1.41503 0.0 -0.1 0.0 -0.09
C -0.14882 -4.32366 -1.75592 0.0 0.1 -0.1 -0.12
C 1.10098 -2.15747 -3.98572 0.1 0.1 0.0 -0.31
C 1.63606 -1.03451 -4.63991 -0.1 -0.1 0.1 -0.10
C 2.83460 -1.09502 -5.33130 0.0 0.0 -0.1 -0.10
C 3.53849 -2.28843 -5.41444 0.0 0.0 0.0 -0.13
C 3.01265 -3.41958 -4.80555 0.1 0.0 0.0 -0.12
C 1.81866 -3.35334 -4.10034 -0.1 0.0 0.0 -0.10
H -2.60883 2.66237 -2.46460 0.1 0.0 -0.1 0.02
H -1.64031 2.62115 -0.98542 -0.1 0.1 0.1 -0.02
H -2.79464 1.32539 -1.30696 0.0 0.0 0.0 0.02
H -0.21770 2.86031 -5.35642 0.0 0.0 0.0 0.08
H 1.17268 4.88868 -5.62291 0.0 0.0 0.0 0.08
H 2.43523 5.79230 -3.70199 0.0 0.0 0.0 0.08
H 2.33093 4.66532 -1.50769 0.0 0.0 0.0 0.09
H 2.85874 1.80949 1.58394 0.0 0.0 0.1 0.10
H 3.20226 3.27310 3.53558 0.0 0.0 0.0 0.09
H 1.98719 5.41941 3.72515 0.0 0.0 0.0 0.08
H 0.37347 6.06212 1.95165 0.0 0.0 0.0 0.09
H 0.07220 4.61267 -0.02514 0.0 0.1 0.0 0.10
H 3.79287 2.84891 -0.75871 0.0 0.0 0.0 0.10
H 5.90305 1.66771 -1.20598 0.0 0.0 0.0 0.09
H 5.88329 -0.72650 -1.82528 0.0 0.0 0.0 0.09
H 3.72159 -1.93240 -1.98087 0.0 0.0 0.0 0.10
H 1.61801 -0.75752 -1.47955 0.0 0.0 -0.1 0.04
H -2.50050 1.97875 -5.00591 0.0 0.0 0.0 0.09
H -3.44233 0.71958 -6.91838 0.0 0.0 0.0 0.08
H -2.96909 -1.69547 -7.15324 0.0 0.0 0.0 0.09
H -1.63753 -2.86901 -5.44910 0.0 0.0 0.0 0.10
H -2.78439 -3.60414 -3.73563 0.0 0.0 0.0 0.10
H -3.32190 -5.93582 -3.19117 0.0 0.0 0.0 0.09
H -1.84852 -7.24997 -1.70407 0.0 0.0 0.0 0.09
H 0.14721 -6.16750 -0.70296 0.0 0.0 0.0 0.09
H 0.70778 -3.83475 -1.30302 0.0 -0.1 0.0 0.09
H 1.10121 -0.09295 -4.59724 0.0 0.0 0.0 0.08
H 3.22425 -0.20347 -5.81004 0.0 0.0 0.0 0.10
H 4.47946 -2.33955 -5.95051 0.0 0.0 0.0 0.08
H 3.54054 -4.36522 -4.87789 0.0 0.0 0.0 0.09
H 1.43731 -4.25486 -3.64031 0.0 0.0 0.0 0.08
C -5.70307 -0.83004 2.55348 0.2 0.0 -0.1 -0.03
C -4.35273 -0.73022 3.23723 -0.3 -0.1 0.2 -0.43
C -4.44583 -0.18393 4.65546 0.1 0.0 -0.1 -0.04
O -3.56226 0.13015 2.40218 0.2 0.0 0.0 -0.14
P -2.01330 0.44227 2.39432 -0.6 1.1 1.2 0.55
O -1.58302 0.77903 1.03873 -0.7 0.7 0.8 -0.23
C -1.03090 -0.76199 3.32348 0.0 0.1 -0.7 -0.17
P 0.60267 -0.77053 2.51454 1.0 -0.2 1.5 0.59
O 1.00900 -0.21879 1.21374 0.5 -0.1 0.5 -0.26
O 1.39198 0.26310 3.52820 0.0 0.1 -0.3 -0.20
C 1.49035 0.15976 4.93119 0.1 -0.1 0.3 -0.49
C 0.81068 1.36406 5.57398 0.0 -0.1 -0.1 -0.04
C 2.97069 0.11127 5.29767 -0.2 -0.1 -0.2 -0.04
O 1.22817 -2.17706 2.97995 -0.2 0.3 -0.1 -0.17
C 2.50658 -2.53606 2.42965 0.3 -0.3 -0.2 -0.45
C 3.18943 -3.43902 3.44476 -0.1 0.1 0.0 -0.05
C 2.32442 -3.23286 1.08977 -0.2 0.2 0.1 -0.04
O -1.83676 1.66270 3.44453 0.0 -0.4 -0.2 -0.20
C -2.16481 3.04641 3.25550 -0.2 0.4 0.0 -0.43
C -3.19805 3.42412 4.31144 0.1 -0.2 -0.1 -0.05
C -2.65940 3.40084 1.86099 0.2 -0.2 0.1 -0.05
H -6.36026 -1.50032 3.11121 0.0 0.0 0.0 0.08
H -5.54662 -1.23002 1.55065 0.0 0.0 0.0 0.07
H -6.16974 0.15686 2.48614 0.0 0.0 0.0 0.08
H -3.89389 -1.71768 3.23432 0.1 0.0 -0.1 0.12
H -4.96626 0.77689 4.67206 0.0 0.0 0.0 0.07
H -3.45178 -0.04366 5.08502 0.0 0.0 0.1 0.07
H -4.99918 -0.89132 5.27564 0.0 0.0 0.0 0.08
H -1.47842 -1.75553 3.24716 0.0 -0.1 -0.1 0.07
H -0.93895 -0.44114 4.35803 0.0 0.1 -0.1 0.06
H 1.01537 -0.76825 5.27836 0.0 0.0 0.0 0.13
H 1.29796 2.27397 5.21876 0.0 0.0 0.0 0.08
H 0.88650 1.31347 6.66273 0.0 0.0 0.0 0.08
H -0.23781 1.41487 5.28032 0.0 0.0 0.0 0.06
H 3.45636 1.01522 4.92637 0.0 0.0 0.0 0.08
H 3.44410 -0.74854 4.82243 0.0 0.0 0.0 0.06
H 3.10313 0.04260 6.37922 0.0 0.0 0.0 0.08
H 3.10139 -1.62690 2.28251 0.0 0.0 0.0 0.14
H 2.59438 -4.34297 3.58842 0.0 0.0 0.0 0.08
H 3.29043 -2.94021 4.41027 0.0 0.0 0.0 0.06
H 4.18163 -3.71856 3.08740 0.0 0.0 0.0 0.08
H 1.70442 -4.12266 1.21788 0.0 0.0 0.0 0.09
H 3.29491 -3.51066 0.67490 0.0 0.0 0.0 0.08
H 1.81744 -2.55658 0.40360 0.0 -0.1 -0.1 0.06
H -1.23607 3.59188 3.45370 0.0 0.0 0.0 0.13
H -4.13579 2.90358 4.10777 0.0 0.0 0.0 0.07
H -3.37447 4.50074 4.28709 0.0 0.0 0.0 0.08
H -2.85247 3.14246 5.30799 0.0 0.0 0.0 0.08
H -3.51905 2.78299 1.59536 0.0 0.1 -0.1 0.09
H -1.87895 3.23375 1.12355 -0.1 0.0 -0.1 0.05
H -2.94767 4.45335 1.83744 0.0 0.0 0.1 0.09
O -2.55691 -2.89888 1.98388 0.0 0.0 0.0 -0.01
C -1.95502 -2.36351 1.04141 -0.1 -0.8 0.4 -0.54
O -0.70598 -2.08682 1.04458 -0.5 -1.7 0.9 -0.14
C -2.77053 -1.94604 -0.23190 -0.6 0.0 -0.6 -0.57
O -3.99276 -2.10107 -0.20626 0.0 -0.1 0.2 0.02
O -2.08314 -1.45130 -1.17462 -1.1 -0.4 -0.1 -0.16
```
Positions in Å, forces in eV/Å.

As for the net charge: -2. Its largest force on an atom is 3.30 eV/A. The value obtained for the total energy is -4588.0097 hartree.